{"formula": "C29H23ClGeNO3STa", "method": "ωB97M-V/def2-TZVPD", "symbols": ["Ta", "Cl", "C", "C", "C", "C", "O", "C", "C", "O", "C", "H", "H", "H", "H", "O", "N", "C", "C", "C", "C", "C", "S", "H", "H", "H", "H", "C", "Ge", "C", "C", "C", "C", "C", "C", "C", "C", "C", "C", "C", "C", "C", "C", "C", "C", "H", "H", "H", "H", "H", "H", "H", "H", "H", "H", "H", "H", "H", "H", "H"], "xyz": [[-0.1587, 0.7452, 1.1072], [-3.7026, 1.0260, 7.5672], [-3.1213, 0.9845, 5.9554], [-4.0090, 1.2015, 4.8938], [-3.5901, 1.1772, 3.5736], [-2.2591, 0.9439, 3.2958], [-1.8147, 0.8756, 2.0222], [-1.3410, 0.7146, 4.3528], [0.0107, 0.4127, 4.1188], [0.5670, 0.3952, 2.9723], [-1.7985, 0.7341, 5.6916], [-5.0509, 1.3875, 5.1218], [-4.2910, 1.3370, 2.7661], [0.6630, 0.1665, 4.9569], [-1.1041, 0.5545, 6.5027], [1.7119, 0.9829, 0.4986], [2.1698, 2.0170, -0.2264], [3.4962, 2.1221, -0.4181], [3.9828, 3.1615, -1.1679], [3.0902, 4.0813, -1.7101], [1.7321, 3.9502, -1.4824], [1.2661, 2.8928, -0.7183], [-0.4167, 2.6519, -0.3363], [4.0876, 1.3398, 0.0345], [5.0481, 3.2456, -1.3226], [3.4558, 4.9069, -2.3055], [1.0215, 4.6611, -1.8792], [-1.1464, -2.7391, 1.4790], [-0.7200, -1.6109, -0.0658], [-2.1591, -1.4234, -1.3481], [-2.2917, -2.3839, -2.3505], [-3.3117, -2.2817, -3.2853], [-4.2006, -1.2168, -3.2325], [-4.0751, -0.2545, -2.2405], [-3.0595, -0.3604, -1.3010], [1.0784, -1.9702, -0.7180], [1.8336, -2.9118, -0.0601], [3.1927, -3.1188, -0.3807], [3.7912, -2.3432, -1.3293], [3.0563, -1.3490, -2.0271], [3.6725, -0.5348, -3.0091], [2.9546, 0.4094, -3.6897], [1.5768, 0.5647, -3.4311], [0.9558, -0.2107, -2.4882], [1.6789, -1.1772, -1.7450], [-1.2971, -3.7595, 1.1217], [-2.0780, -2.4077, 1.9362], [-0.3519, -2.7546, 2.2244], [-1.5971, -3.2140, -2.4175], [-3.4102, -3.0326, -4.0577], [-4.9929, -1.1380, -3.9646], [-4.7693, 0.5743, -2.1971], [-2.9940, 0.3937, -0.5214], [1.3925, -3.5214, 0.7199], [3.7526, -3.8890, 0.1320], [4.8368, -2.4857, -1.5744], [4.7220, -0.6907, -3.2292], [3.4312, 1.0113, -4.4525], [0.9994, 1.2743, -4.0109], [-0.1156, -0.1171, -2.3507]], "forces_ev_per_a": [[0.234, -0.233, 0.063], [0.020, -0.004, -0.007], [-0.029, 0.007, -0.011], [-0.041, 0.009, 0.055], [0.029, 0.035, -0.074], [-0.030, -0.061, 0.060], [0.097, 0.184, 0.063], [-0.119, -0.021, 0.098], [0.031, 0.036, -0.177], [-0.010, -0.088, -0.065], [0.037, -0.002, -0.032], [-0.001, 0.001, -0.018], [0.007, -0.002, -0.007], [-0.031, 0.008, 0.032], [0.007, -0.002, -0.007], [-0.166, 0.261, 0.172], [0.057, 0.089, -0.077], [-0.008, -0.189, -0.081], [0.000, 0.001, -0.009], [-0.007, 0.003, -0.002], [0.017, 0.000, -0.003], [0.099, 0.006, -0.033], [-0.209, -0.125, 0.078], [0.012, 0.018, 0.009], [0.000, -0.007, -0.004], [0.002, 0.001, 0.002], [-0.009, -0.007, 0.002], [-0.028, -0.006, -0.053], [0.009, 0.038, -0.053], [0.061, -0.034, 0.002], [0.043, 0.011, -0.043], [-0.009, 0.007, -0.004], [0.007, -0.001, 0.006], [0.005, -0.017, -0.002], [-0.055, 0.011, 0.034], [-0.069, -0.025, 0.026], [-0.021, 0.026, 0.031], [0.045, 0.005, -0.033], [-0.011, -0.031, 0.021], [-0.032, 0.020, -0.001], [-0.001, -0.005, -0.009], [0.012, -0.003, 0.010], [0.003, 0.003, 0.011], [0.008, 0.017, 0.002], [0.021, 0.010, -0.052], [0.009, 0.002, 0.001], [0.004, 0.009, 0.007], [-0.003, 0.020, 0.012], [0.007, 0.004, 0.013], [-0.001, -0.001, 0.002], [0.001, 0.001, -0.001], [-0.003, -0.002, -0.001], [0.024, -0.007, 0.008], [-0.003, 0.002, -0.001], [0.002, 0.007, 0.008], [0.000, 0.004, 0.004], [-0.003, 0.006, 0.005], [-0.004, -0.004, 0.000], [0.000, 0.005, 0.004], [-0.008, 0.012, 0.018]], "lowdin_charge": [1.5116, 0.7746, -0.6399, -0.0092, 0.0449, -0.2523, -0.2608, -0.1189, -0.0543, -0.1392, -0.0030, 0.1327, 0.1416, 0.1652, 0.1358, -0.2840, -0.1444, 0.0330, 0.0075, 0.0089, -0.0340, -0.5894, 0.7503, 0.1605, 0.1345, 0.1359, 0.1308, -0.2238, 0.9019, -0.3540, -0.0992, -0.0563, -0.0558, -0.0680, -0.1370, -0.2854, -0.0916, -0.0489, -0.0055, -0.1643, -0.0219, -0.0673, -0.0655, -0.0674, -0.2071, 0.0428, 0.0244, 0.0188, 0.1104, 0.1164, 0.1161, 0.1117, 0.0681, 0.0967, 0.1163, 0.1247, 0.1226, 0.1135, 0.1156, 0.0809], "homo_ev": -13.27, "orbital_gap_ha": 0.1972, "total_energy_ha": -4391.19383, "de_lowest_ev": 0.406, "total_charge": 2}